Version 1
2 unconnected molecules or ions with the total composition C4H10O2S2, computed with the ωB97M-V functional and the def2-TZVPD basis.

```
18
Properties=species:S:1:pos:R:3
C 0.43408 0.27534 2.78316
S -0.74148 0.44335 1.41919
S 0.38210 1.45207 0.02686
C 1.28830 0.13209 -0.83625
C 0.41234 -0.77029 -1.67194
C -0.49096 -0.03197 -2.60384
O -1.67498 -0.23258 -2.68301
H 0.55502 1.23482 3.27186
H 1.41010 -0.09585 2.47788
H 0.02956 -0.46026 3.49024
H 2.02227 0.70840 -1.40525
H 1.86078 -0.44499 -0.12478
H -0.19383 -1.42741 -1.05368
H 1.03376 -1.43719 -2.29080
H 0.01963 0.71713 -3.23755
O 0.46525 -2.77424 1.08543
H -0.33617 -3.27419 1.25840
H 0.23364 -1.82945 1.09437
```

Results
SMILES string ... CSSCCC=O.O
HOMO ... -9.37 eV
Net charge ... 0
HOMO-LUMO gap ... 9.91 eV
Multiplicity ... 1



Version 2
2 unconnected molecules or ions with the total composition C4H10O2S2, computed with the ωB97M-V functional and the def2-TZVPD basis.

```
18
Properties=species:S:1:pos:R:3
C -0.94471 -2.42721 0.75578
C -1.37130 -1.27329 -0.12612
O -2.66371 -0.68282 0.30429
C -0.35782 -0.15334 -0.10083
S 1.30035 -0.42568 -0.99237
H -1.80436 -3.06728 0.96811
H -0.10036 -3.07394 0.30662
H -0.57065 -1.96272 1.67769
H -1.59839 -1.51546 -1.17539
H -2.53281 -0.31280 1.10201
H -0.84490 0.70702 -0.55185
H -0.01416 -0.09810 0.99671
H 1.82369 -1.37540 -0.38457
O 0.40259 3.71148 -0.20962
C 1.39558 3.26567 -0.73929
S 2.72900 2.74952 0.38907
H 1.45587 2.87284 -1.72045
H 3.69609 3.06151 -0.49982
```

Results
SMILES string ... C[C@@H](O)CS.O=CS
HOMO ... -9.16 eV
Net charge ... 0
HOMO-LUMO gap ... 9.65 eV
Multiplicity ... 1



Most stable pick: version 1. Distance to second place: 1.567 eV.



Version 1
A gas-phase ion, C4H11N5 (charge +2), computed with the ωB97M-V functional and the def2-TZVPD basis.

```
20
Properties=species:S:1:pos:R:3
N -1.08316 -1.87149 0.78816
C -1.79898 -1.06645 0.00520
C -1.63344 0.33259 -0.23409
N -2.55385 0.80809 -1.08655
N -0.79643 1.21682 0.41149
C 0.43873 1.19618 1.00413
N 1.59889 0.64037 0.61937
C 1.96932 -0.05911 -0.49429
N 3.18494 -0.41073 -0.81088
H -0.99543 -1.51670 1.71752
H -1.12564 -2.88234 0.73876
H -2.39335 -1.66630 -0.74507
H -2.80431 1.77419 -0.90060
H -3.33660 0.21169 -1.34463
H -1.05642 2.14938 0.43578
H 0.68093 1.91697 1.66447
H 2.21377 0.90811 1.37236
H 1.30613 -0.53407 -1.22419
H 3.48931 -0.83290 -1.67735
H 3.87781 0.05651 -0.24331
```

Results
SMILES string ... N/C=C(N)\[NH+]=C/NC=[NH2+]
HOMO (spin up / spin down) ... -16.04 / -15.35 eV
Net charge ... +2
HOMO-LUMO gap (spin up / spin down) ... 7.60 / 6.35 eV
Multiplicity ... 1



Version 2
A gas-phase ion, C4H11N5 (charge +2), computed with the ωB97M-V functional and the def2-TZVPD basis.

```
20
Properties=species:S:1:pos:R:3
N -0.40892 2.83835 0.00641
C -0.56756 1.56071 0.49580
C 0.10984 1.23029 1.59667
N 0.07863 -0.03028 2.39646
N -1.10155 0.56909 -0.29624
C -0.76842 -0.58812 -0.83835
N 0.21875 -1.38173 -0.59730
C 0.88584 -2.29693 -1.25054
N 1.16296 -2.13592 -2.49892
H -0.11103 3.54103 0.62484
H -1.13201 3.14945 -0.59794
H 0.70246 1.94014 2.07622
H 1.04415 -0.38507 2.66104
H -0.28643 -0.85652 1.90323
H -0.46231 0.11080 3.38598
H -1.83246 0.94673 -0.76392
H -1.62916 -0.93528 -1.39423
H 1.44668 -3.11960 -0.82347
H 1.81539 -2.78785 -3.03003
H 0.83515 -1.36931 -3.05569
```

Results
SMILES string ... N/C(=C/[NH3+])N/C=N/C=[NH2+]
HOMO ... -16.64 eV
Net charge ... +2
HOMO-LUMO gap ... 8.75 eV
Multiplicity ... 1



Most stable pick: version 2. Distance to second place: 1.174 eV.



Version 1
2 unconnected molecules or ions with the total composition C9H10ClOP, computed with the ωB97M-V functional and the def2-TZVPD basis.

```
22
Properties=species:S:1:pos:R:3
C -2.73422 -1.87423 -0.03452
C -2.41384 -0.81088 0.85481
C -2.12401 -2.01805 -1.23590
C -1.53583 0.11931 0.51703
C -1.20529 -1.01223 -1.68044
C -0.81938 -0.02159 -0.71118
C 1.97308 -0.50599 1.07921
C 3.24919 -0.31788 0.91669
C 1.90246 2.75901 0.15979
O 0.58937 2.17716 -0.16104
P 0.62020 0.90929 -1.28065
Cl 4.28171 -0.94964 -0.21188
H -3.43040 -2.51227 0.45954
H -2.90818 -0.56431 1.75285
H -2.39561 -2.74451 -1.99523
H -1.21812 0.83755 1.20496
H -0.74326 -0.95042 -2.64999
H 1.28022 -1.04611 0.35187
H 1.26883 -0.13342 1.90117
H 1.65876 3.28444 1.04141
H 2.16843 3.39562 -0.67067
H 2.53588 1.97917 0.39213
```

Results
HOMO (spin up / spin down) ... -6.92 / -9.11 eV
Net charge ... 0
HOMO-LUMO gap (spin up / spin down) ... 5.95 / 8.52 eV
Multiplicity ... 1



Version 2
2 unconnected molecules or ions with the total composition C9H10ClOP, computed with the ωB97M-V functional and the def2-TZVPD basis.

```
22
Properties=species:S:1:pos:R:3
C -1.46876 -1.97699 1.50570
O -1.60892 -1.21419 0.32709
P -0.65559 -1.47923 -1.00406
C 0.79525 -0.40155 -0.59498
C 0.62235 0.79767 0.09070
C 1.71734 1.57353 0.41980
C 2.99254 1.16150 0.06431
C 3.17020 -0.02615 -0.62334
C 2.07512 -0.80932 -0.94832
H -0.44612 -2.33146 1.65300
H -2.14597 -2.83452 1.48763
H -1.73857 -1.32209 2.33546
H -1.36225 -0.48508 -1.69589
H -0.37693 1.10709 0.36464
H 1.57968 2.50357 0.95286
H 3.84796 1.76728 0.32510
H 4.16384 -0.34695 -0.90132
H 2.21012 -1.74061 -1.47975
C -2.87895 2.04660 -0.80716
C -3.62768 1.19469 -0.41739
Cl -4.63266 0.01677 0.08706
H -2.23202 2.79944 -1.14115
```

Results
SMILES string ... COPc1ccccc1.C#CCl
HOMO ... -8.80 eV
Net charge ... 0
HOMO-LUMO gap ... 9.55 eV
Multiplicity ... 1



Most stable pick: version 2. Distance to second place: 2.350 eV.